DFT (ωB97M-V/def2-TZVPD) results for a single C6H13N molecule in a non-equilibrium geometry.

As for the SMILES: CCC(=CN)CC. The HOMO-LUMO gap comes out at 8.83 eV. The calculation puts the calculated total energy at -7920.9821 eV. For the energy above the lowest of the compared OMol25 structures with the same formula, charge and spin, the calculation gives 42.68 kcal/mol. As for the spin multiplicity: 1.

Last column: natural (NBO) charge in e.
Element x y z (Å)
C -1.66206 -0.46000 -1.87042  -0.617
C -1.05165 0.45187 -0.72023  -0.431
C 0.18482 0.02180 0.10290  -0.100
C 0.91805 1.06775 0.55845  0.030
N 0.65959 2.40830 0.29518  -0.853
C 0.06409 -1.18863 0.98735  -0.420
C 1.04274 -2.19046 0.69522  -0.607
H -0.84324 -1.11968 -2.18967  0.209
H -1.96117 0.18014 -2.76198  0.216
H -2.44973 -1.13711 -1.42703  0.206
H -1.80475 0.82918 -0.05873  0.191
H -0.78506 1.37924 -1.23591  0.205
H 1.62298 0.99474 1.47393  0.178
H -0.24300 2.79497 0.19914  0.389
H 1.45349 3.07298 0.53019  0.386
H -0.96778 -1.63170 0.93267  0.210
H 0.20131 -0.83897 2.09629  0.197
H 1.05641 -2.63554 -0.25530  0.206
H 2.08447 -1.89140 0.81911  0.202
H 1.04298 -3.06898 1.29138  0.204

Force components x, y, z for each atom (eV/Å):
C 0.5 0.0 1.1
C 0.8 0.1 -1.8
C -1.6 2.0 0.5
C 0.0 -0.1 1.8
N 3.4 1.0 0.1
C -1.6 1.3 2.1
C 3.1 -2.0 0.3
H -0.3 0.1 -0.2
H -0.1 -1.0 1.3
H 0.5 0.9 -0.9
H -0.8 -0.3 0.7
H 0.3 -0.1 -0.1
H -0.8 -0.5 -1.8
H -0.7 0.1 -0.2
H -2.0 -1.2 -0.4
H 0.8 0.6 0.0
H -0.4 -0.7 -1.8
H -0.5 -0.1 -1.9
H 0.0 0.7 0.0
H -0.6 -0.8 1.2